This record from OMol25 describes C42H53F9N7O2PSSbTi as an isolated structure. The level of theory is ωB97M-V with the def2-TZVPD basis set.

Properties
* orbital gap (alpha / beta): 0.2219 / 0.2245 hartree
* 2S+1: 2
* charge: +2
* calculated total energy: -133163.35250 eV
* E_HOMO (alpha / beta): -11.336 / -11.336 eV
* largest force on an atom: 2.8 eV Å⁻¹

```
117
C42H53F9N7O2PSSbTi (ωB97M-V with the def2-TZVPD basis set)
Ti -0.62 1.19 -1.68
C -0.52 2.53 -4.20
C -2.01 2.62 -4.10
N -2.47 1.86 -2.91
C -3.34 2.47 -1.86
C -2.69 2.60 -0.48
N -1.23 2.59 -0.50
C -0.61 3.94 -0.78
C -0.11 4.12 -2.27
N 0.17 2.78 -2.88
H -0.15 3.25 -4.93
H -0.19 1.55 -4.59
H -2.49 2.29 -5.05
H -2.33 3.68 -3.99
H -2.78 0.96 -3.24
H -4.30 1.93 -1.83
H -3.72 3.43 -2.15
H -3.01 1.82 0.19
H -3.15 3.50 -0.04
H -0.50 3.19 1.90
H 0.27 3.95 -0.13
H -1.42 4.67 -0.44
H 0.85 4.65 -2.22
H -0.86 4.63 -2.82
H 1.21 2.69 -2.95
S 6.27 -2.65 0.46
C 6.13 -2.79 2.14
N 5.23 -3.64 2.63
C 4.78 -3.74 4.00
C 5.04 -2.39 4.64
C 6.45 -1.96 4.45
N 6.78 -2.00 3.06
H 4.84 -4.22 1.87
H 5.24 -4.59 4.56
H 3.72 -4.07 4.01
H 4.72 -2.45 5.69
H 4.40 -1.59 4.23
H 7.13 -2.59 5.05
H 6.60 -0.93 4.84
H 7.56 -1.43 2.69
N 1.14 0.87 1.53
C 0.61 0.16 0.51
N 1.12 0.58 -0.69
C 2.02 1.62 -0.36
C 2.98 2.19 -1.18
C 3.80 3.12 -0.56
C 3.69 3.50 0.78
C 2.84 2.79 1.64
C 1.99 1.83 1.04
H 0.79 0.89 2.49
H -0.02 -0.69 0.64
H 3.11 1.88 -2.19
H 4.49 3.81 -1.14
H 4.27 4.37 1.14
H 2.87 3.01 2.75
O -1.09 -0.54 -2.63
P -0.73 -1.99 -3.09
C -0.23 -3.02 -1.74
C -1.16 -3.22 -0.68
C -0.83 -3.74 0.56
C 0.49 -4.09 0.85
C 1.41 -3.94 -0.18
C 1.07 -3.52 -1.47
C 0.65 -1.85 -4.21
C 0.67 -2.58 -5.39
C 1.85 -2.84 -6.03
C 3.06 -2.36 -5.58
C 3.11 -1.59 -4.40
C 1.90 -1.33 -3.75
C -2.07 -2.71 -4.05
C -2.49 -1.90 -5.13
C -3.63 -2.29 -5.83
C -4.22 -3.56 -5.62
C -3.80 -4.34 -4.57
C -2.77 -3.88 -3.72
H -2.19 -2.88 -0.90
H -1.61 -3.83 1.32
H 0.85 -4.53 1.78
H 2.46 -4.18 -0.02
H 1.87 -3.54 -2.19
H -0.21 -3.06 -5.75
H 1.77 -3.47 -6.95
H 3.95 -2.54 -6.16
H 4.00 -1.29 -3.86
H 1.84 -0.84 -2.79
H -1.97 -0.92 -5.38
H -3.92 -1.61 -6.63
H -4.97 -3.88 -6.31
H -4.26 -5.27 -4.30
H -2.57 -4.41 -2.76
C -5.04 0.03 4.60
Sb -4.60 -1.46 3.15
C -5.64 -2.96 4.37
C -2.58 -1.65 3.88
H -4.19 0.72 4.67
H -5.08 -0.45 5.55
H -6.01 0.45 4.51
H -5.73 -3.91 3.83
H -6.65 -2.43 4.62
H -5.05 -3.12 5.29
H -2.21 -0.63 4.07
H -1.94 -2.29 3.20
H -2.58 -2.23 4.80
F -2.75 2.83 4.59
C -2.38 3.86 3.83
F -2.95 3.64 2.64
F -2.99 4.94 4.29
C -0.84 4.01 3.70
O -0.36 3.00 2.86
C -0.56 5.34 3.03
F -1.52 5.64 2.14
F -0.45 6.39 3.83
F 0.61 5.27 2.28
C -0.01 3.78 4.99
F 1.30 3.97 4.72
F -0.18 2.49 5.35
F -0.45 4.56 5.96
```

Here are the Mulliken charges for atoms 1 to 8, given in e: Ti 0.41; C -0.53; C -0.81; N -0.05; C -1.08; C -0.90; N 0.78; C -0.05

---

This record from OMol25 describes C42H53InN8O4S4 as an isolated structure. The level of theory is ωB97M-V with the def2-TZVPD basis set.

Properties
* orbital gap (alpha / beta): 0.1368 / 0.1924 hartree
* charge: -2
* calculated total energy: -113039.78432 eV
* E_HOMO (alpha / beta): 0.112 / -1.401 eV
* largest force on an atom: 0.8 eV Å⁻¹
* relative energy (zero: lowest compared OMol25 entry of this formula, charge and spin): 63.98 kcal/mol

```
112
C42H53InN8O4S4 (ωB97M-V with the def2-TZVPD basis set)
In 0.06 0.56 0.05
O -0.97 2.87 -3.24
C -0.03 2.48 -2.54
O -0.09 2.31 -1.27
C 1.30 2.26 -3.24
C 1.47 2.98 -4.43
C 2.62 2.91 -5.19
C 3.64 2.05 -4.78
C 3.49 1.31 -3.63
C 2.34 1.40 -2.81
S 2.35 0.38 -1.38
H 0.65 3.62 -4.73
H 2.72 3.50 -6.10
H 4.55 1.96 -5.37
H 4.27 0.64 -3.31
N 0.19 -1.36 -3.05
N -0.69 -0.74 -2.08
H 1.12 -1.19 -2.67
H 0.18 -0.75 -3.86
H -1.11 -1.46 -1.50
H -1.46 -0.31 -2.58
C 2.87 4.08 0.42
C 3.36 3.32 1.66
N 2.39 3.09 2.73
C 3.08 2.73 3.96
C 3.08 3.87 4.98
C 1.10 2.42 2.39
C 0.43 1.88 3.66
N 1.39 1.31 1.49
H 3.75 4.35 -0.17
H 2.34 4.99 0.70
H 2.22 3.48 -0.22
H 4.16 3.90 2.10
H 3.82 2.37 1.32
H 4.12 2.47 3.72
H 2.66 1.84 4.41
H 3.57 4.75 4.57
H 3.60 3.57 5.90
H 2.05 4.14 5.23
H 0.33 2.66 4.42
H 0.98 1.03 4.05
H -0.57 1.55 3.39
H 2.09 1.61 0.83
C 6.78 -3.61 4.20
C 6.53 -2.34 3.39
N 5.51 -2.52 2.36
C 5.95 -2.43 0.97
C 6.77 -3.63 0.53
C 4.20 -2.36 2.76
O 3.92 -2.07 3.91
C 3.14 -2.60 1.73
C 3.04 -3.80 1.05
C 2.04 -3.97 0.12
C 1.20 -2.90 -0.14
N 1.29 -1.74 0.50
C 2.22 -1.60 1.45
H 7.54 -3.44 4.96
H 7.10 -4.43 3.55
H 5.85 -3.91 4.70
H 7.44 -2.01 2.89
H 6.20 -1.55 4.06
H 6.54 -1.52 0.86
H 5.08 -2.32 0.33
H 7.68 -3.74 1.13
H 7.07 -3.52 -0.51
H 6.19 -4.55 0.63
H 3.74 -4.61 1.27
H 1.92 -4.89 -0.43
H 0.44 -2.97 -0.91
H 2.25 -0.63 1.93
O -1.57 -0.76 0.48
C -2.86 -0.22 0.54
C -3.39 0.15 -0.85
C -3.21 1.31 -1.55
C -3.74 1.24 -2.87
C -4.31 0.04 -3.15
S -4.24 -1.02 -1.80
C -2.86 1.04 1.49
C -2.83 0.65 2.94
C -3.72 1.33 3.74
C -4.68 2.07 3.05
S -4.55 1.87 1.33
C -3.78 -1.32 1.11
C -5.13 -1.38 1.32
C -5.56 -2.65 1.80
C -4.53 -3.54 1.93
S -3.05 -2.83 1.47
H -2.67 2.16 -1.16
H -3.64 2.05 -3.58
H -4.78 -0.29 -4.07
H -2.06 -0.02 3.29
H -3.69 1.28 4.82
H -5.47 2.67 3.47
H -5.79 -0.55 1.12
H -6.59 -2.88 2.03
H -4.58 -4.56 2.27
N -1.64 1.80 1.28
C -1.39 3.08 1.63
C 0.10 3.51 1.78
C 0.24 4.83 2.49
C -0.76 5.72 2.63
C -2.08 5.39 2.21
C -2.36 4.09 1.79
H 0.42 3.63 0.73
H 1.23 5.07 2.87
H -0.58 6.68 3.10
H -2.88 6.12 2.28
H -3.38 3.85 1.54
N -0.22 -2.06 3.37
H -0.18 -1.35 4.09
H -0.97 -2.69 3.61
H -0.53 -1.59 2.51
```

Here are the Mulliken charges for atoms 1 to 8, given in e: In 1.27; O -0.76; C -0.25; O -0.14; C 0.01; C -0.80; C -0.56; C -0.52

---

This record from OMol25 describes C42H54BBaN5O3P2SSi2 as an isolated structure. The level of theory is ωB97M-V with the def2-TZVPD basis set.

Properties
* orbital gap: 0.2119 hartree
* charge: -2
* calculated total energy: -104571.62689 eV
* E_HOMO: -2.306 eV
* largest force on an atom: 0.1 eV Å⁻¹
* relative energy (zero: lowest compared OMol25 entry of this formula, charge and spin): 13.62 kcal/mol

```
111
C42H54BBaN5O3P2SSi2 (ωB97M-V with the def2-TZVPD basis set)
Ba -0.09 -0.54 0.91
C 4.31 0.73 -2.70
Si 3.30 0.19 -1.19
C 4.03 1.25 0.20
C 3.80 -1.63 -0.97
N 1.62 0.26 -1.26
P 0.56 1.35 -1.81
C -0.98 1.29 -1.21
P -2.14 0.18 -1.64
N -1.90 -1.35 -1.25
Si -2.47 -2.91 -1.54
C -1.07 -4.01 -2.19
C -3.83 -3.16 -2.84
C -3.17 -3.68 0.03
C -2.60 0.28 -3.43
C -3.45 1.28 -3.91
C -3.71 1.39 -5.27
C -3.11 0.52 -6.17
C -2.25 -0.46 -5.70
C -2.00 -0.58 -4.34
C -3.71 0.73 -0.84
C -3.69 1.77 0.07
C -4.85 2.15 0.75
C -6.04 1.48 0.50
C -6.07 0.43 -0.41
C -4.91 0.06 -1.07
C 1.28 3.00 -1.41
C 0.96 3.55 -0.16
C 1.59 4.70 0.29
C 2.53 5.34 -0.52
C 2.83 4.82 -1.77
C 2.21 3.65 -2.21
C 0.64 1.35 -3.65
C 1.28 0.34 -4.35
C 1.27 0.32 -5.74
C 0.61 1.31 -6.44
C -0.06 2.32 -5.75
C -0.04 2.34 -4.37
H 5.38 0.58 -2.48
H 4.07 0.16 -3.59
H 4.17 1.79 -2.92
H 5.10 1.05 0.35
H 3.92 2.31 -0.08
H 3.51 1.12 1.15
H 4.79 -1.75 -0.54
H 3.08 -2.18 -0.36
H 3.80 -2.10 -1.95
H -0.84 -3.70 -3.22
H -0.13 -3.94 -1.63
H -1.37 -5.06 -2.22
H -3.60 -2.69 -3.80
H -3.94 -4.24 -3.01
H -4.80 -2.79 -2.50
H -2.53 -3.53 0.90
H -4.12 -3.19 0.26
H -3.37 -4.75 -0.09
H -3.90 1.97 -3.21
H -4.37 2.17 -5.62
H -3.31 0.61 -7.23
H -1.76 -1.14 -6.40
H -1.33 -1.35 -3.98
H -2.76 2.30 0.24
H -4.81 2.96 1.46
H -6.94 1.77 1.03
H -7.00 -0.09 -0.61
H -4.93 -0.76 -1.78
H 0.21 3.06 0.45
H 1.34 5.09 1.27
H 3.02 6.24 -0.17
H 3.55 5.32 -2.41
H 2.45 3.25 -3.19
H 1.77 -0.45 -3.78
H 1.77 -0.48 -6.27
H 0.59 1.30 -7.53
H -0.60 3.09 -6.29
H -0.58 3.11 -3.82
C -0.03 -5.48 1.42
C 0.51 -4.18 2.00
C 1.74 -4.43 2.85
O 0.91 -3.32 0.92
C -0.59 -3.51 2.89
O -0.95 -4.19 3.87
O -1.01 -2.38 2.52
H 0.76 -5.99 0.85
H -0.88 -5.29 0.76
H -0.36 -6.12 2.23
H 2.53 -4.88 2.24
H 2.10 -3.50 3.28
H 1.48 -5.10 3.67
H 0.28 -3.46 0.20
N 6.93 0.82 2.67
C 6.24 0.62 3.81
S 6.87 0.93 5.30
C 4.87 0.10 3.57
C 3.76 0.71 4.13
C 2.50 0.29 3.72
N 2.31 -0.70 2.85
C 3.38 -1.35 2.40
C 4.68 -0.98 2.71
H 7.84 1.23 2.73
H 6.45 0.80 1.79
H 3.87 1.54 4.81
H 1.61 0.80 4.07
H 3.20 -2.18 1.74
H 5.51 -1.52 2.28
B -0.24 4.00 4.12
C -0.21 2.67 3.24
N -0.19 1.70 2.63
H 0.52 3.83 5.05
H -1.38 4.18 4.51
H 0.14 4.92 3.42
```

Here are the Mulliken charges for atoms 1 to 8, given in e: Ba 2.30; C -1.20; Si -0.19; C 0.02; C -0.58; N 0.49; P 2.56; C -2.42

---

This record from OMol25 describes C42H54ClI2N5O10SSi2Ti as an isolated structure. The level of theory is ωB97M-V with the def2-TZVPD basis set.

Properties
* orbital gap (alpha / beta): 0.1450 / 0.2530 hartree
* 2S+1: 3
* charge: -2
* calculated total energy: -150801.15969 eV
* E_HOMO (alpha / beta): -0.324 / -3.264 eV
* largest force on an atom: 0.7 eV Å⁻¹
* relative energy (zero: lowest compared OMol25 entry of this formula, charge and spin): 0.00 kcal/mol

```
118
C42H54ClI2N5O10SSi2Ti (ωB97M-V with the def2-TZVPD basis set)
Ti 0.67 0.25 -1.41
C -0.25 0.01 3.37
C -0.82 -1.32 2.88
C 0.27 -2.39 2.88
C -2.02 -1.74 3.72
O -1.22 -1.08 1.54
Si -2.12 -1.85 0.44
S -1.05 -1.56 -1.40
O -3.70 -1.52 0.44
C -4.66 -0.46 0.57
C -5.47 -0.76 1.83
C -5.56 -0.49 -0.65
C -3.94 0.88 0.69
O -2.00 -3.46 0.74
C -2.73 -4.57 0.23
C -3.07 -4.38 -1.25
C -3.99 -4.75 1.06
C -1.80 -5.77 0.39
H -0.03 -0.04 4.44
H -0.98 0.80 3.20
H 0.66 0.25 2.82
H 0.59 -2.59 3.90
H 1.13 -2.05 2.30
H -0.11 -3.31 2.44
H -1.72 -1.89 4.76
H -2.44 -2.68 3.34
H -2.79 -0.97 3.68
H -5.97 -1.73 1.73
H -6.23 0.00 1.98
H -4.83 -0.79 2.71
H -6.04 -1.47 -0.74
H -4.99 -0.30 -1.56
H -6.33 0.27 -0.57
H -3.18 0.85 1.47
H -4.66 1.67 0.93
H -3.45 1.13 -0.25
H -3.71 -3.51 -1.39
H -3.59 -5.26 -1.62
H -2.16 -4.24 -1.84
H -4.58 -3.83 1.04
H -3.73 -4.98 2.10
H -4.60 -5.56 0.66
H -0.89 -5.62 -0.18
H -2.29 -6.69 0.05
H -1.53 -5.89 1.44
O 4.83 -2.76 1.60
C 4.68 -3.52 0.54
O 5.34 -4.53 0.39
C 3.67 -3.09 -0.47
C 3.34 -3.76 -1.61
Cl 4.13 -5.14 -2.26
N 2.34 -3.10 -2.28
N 2.03 -1.93 -1.61
C 2.79 -1.94 -0.47
C 2.59 -0.93 0.49
O 3.25 -0.78 1.56
O 1.60 -0.08 0.20
C 1.55 -3.49 -3.38
C 0.86 -2.51 -4.09
C 0.03 -2.86 -5.15
C -0.12 -4.18 -5.52
C 0.55 -5.16 -4.81
C 1.38 -4.83 -3.74
H 4.20 -1.93 1.62
H 0.96 -1.47 -3.81
H -0.50 -2.07 -5.66
H -0.78 -4.45 -6.34
H 0.43 -6.21 -5.06
H 1.84 -5.62 -3.18
N -1.67 2.45 -0.98
C -0.57 1.90 -0.70
H -1.79 3.35 -0.51
I -2.52 -0.47 -3.18
I -4.16 0.80 -5.53
C 3.66 0.61 -3.64
Si 2.00 1.19 -4.26
C 1.73 0.46 -5.97
C 2.01 3.05 -4.44
O 0.82 0.70 -3.23
H 4.49 1.10 -4.16
H 3.77 -0.47 -3.77
H 3.78 0.81 -2.57
H 2.39 0.95 -6.69
H 1.93 -0.61 -5.99
H 0.70 0.62 -6.30
H 2.81 3.35 -5.12
H 2.17 3.54 -3.48
H 1.06 3.40 -4.86
O 2.17 2.35 -1.11
C 1.63 2.95 -0.21
N 2.18 3.95 0.55
C 1.36 4.24 1.72
C 0.07 3.43 1.36
O -0.96 3.46 2.00
N 0.33 2.75 0.21
C 1.04 5.72 1.85
C 1.70 6.66 1.07
C 1.45 8.02 1.23
C 0.53 8.45 2.18
C -0.14 7.51 2.95
C 0.11 6.16 2.80
C 2.01 3.74 3.01
C 3.38 3.94 3.20
C 4.01 3.49 4.34
C 3.28 2.85 5.33
C 1.92 2.68 5.17
C 1.28 3.12 4.02
H 3.18 3.96 0.60
H 2.40 6.33 0.31
H 1.97 8.74 0.62
H 0.33 9.50 2.31
H -0.88 7.83 3.68
H -0.42 5.43 3.39
H 3.96 4.46 2.45
H 5.08 3.64 4.46
H 3.78 2.47 6.22
H 1.34 2.18 5.94
H 0.22 2.97 3.90
```

Here are the Mulliken charges for atoms 1 to 8, given in e: Ti -1.06; C -1.85; C 2.33; C -1.26; C -1.65; O 1.53; Si -2.65; S 0.30

---

Question: Which of these has the lowest largest force on an atom?
Answer: C42H54BBaN5O3P2SSi2

---

Question: The highest largest force on an atom belongs to which entry?
Answer: C42H53F9N7O2PSSbTi